The following is a quantum chemistry calculation of a 9-piece molecular cluster, C29H65O23S7 overall at a distorted geometry, from OMol25.

The charge is -1. The value obtained for the HOMO energy is -2.41 eV. As for the total energy: -154056.9207 eV. Its multiplicity is 1. The max |F| comes out at 5.38 eV/A. Its frontier orbital gap is 4.40 eV.

Atoms and positions in Å:
C  -0.088  0.121  0.134
C  0.863  0.346  1.340
C  0.047  0.700  2.634
O  1.905  -0.613  1.602
H  0.508  0.234  -0.771
H  -0.929  0.805  0.018
H  -0.541  -0.862  0.269
H  1.223  1.328  1.033
H  -0.951  1.118  2.504
H  0.647  1.337  3.285
H  -0.110  -0.235  3.172
C  -4.166  0.771  0.206
C  -5.445  1.076  -0.560
O  -6.219  1.895  0.381
S  -6.147  1.155  1.809
O  -7.146  0.088  2.028
O  -6.045  2.186  2.837
O  -4.643  0.567  1.485
H  -3.441  1.585  0.188
H  -3.788  -0.198  -0.120
H  -6.038  0.184  -0.761
H  -5.222  1.637  -1.467
O  -2.880  -3.102  5.226
S  -1.676  -2.330  4.824
O  -0.730  -2.818  3.792
O  -2.204  -0.794  4.337
C  -2.872  -0.001  5.262
C  -3.986  0.794  4.533
C  -0.604  -1.938  6.187
H  -2.038  0.633  5.561
H  -3.269  -0.503  6.145
H  -4.622  0.190  3.885
H  -3.500  1.588  3.967
H  -4.549  1.301  5.317
H  -1.096  -1.366  6.974
H  0.241  -1.432  5.720
H  -0.214  -2.861  6.618
O  5.133  1.298  5.386
S  4.876  0.216  4.428
O  4.767  0.322  2.934
O  5.751  -1.151  4.863
C  5.924  -2.249  3.977
C  7.339  -1.918  3.389
C  3.165  -0.532  4.882
H  5.089  -2.142  3.284
H  5.868  -3.204  4.498
H  8.144  -1.855  4.120
H  7.330  -0.962  2.866
H  7.595  -2.727  2.704
H  2.472  0.256  4.588
H  3.200  -0.683  5.961
H  2.990  -1.429  4.288
O  2.665  -1.108  -1.742
S  2.603  -2.603  -1.989
O  2.400  -3.476  -0.799
O  1.330  -2.798  -3.073
C  0.709  -4.103  -3.267
C  -0.566  -4.284  -2.436
C  3.996  -3.235  -3.113
H  1.497  -4.822  -3.039
H  0.526  -4.285  -4.326
H  -0.332  -4.421  -1.380
H  -1.159  -5.099  -2.851
H  -1.198  -3.405  -2.561
H  4.063  -4.301  -2.897
H  4.799  -2.561  -2.813
H  3.669  -3.072  -4.140
O  -0.989  -3.223  0.987
S  -2.336  -3.190  0.427
O  -2.699  -2.263  -0.675
O  -2.753  -4.676  -0.024
C  -2.299  -5.841  0.704
C  -2.741  -7.075  -0.072
C  -3.486  -2.806  1.797
H  -2.841  -5.795  1.649
H  -1.246  -5.816  0.985
H  -2.367  -7.123  -1.095
H  -3.763  -7.446  0.005
H  -2.158  -7.947  0.226
H  -4.472  -2.496  1.451
H  -3.150  -1.895  2.293
H  -3.501  -3.643  2.495
O  3.228  0.279  -5.127
S  2.881  1.234  -4.036
O  3.710  1.336  -2.856
O  2.611  2.718  -4.761
C  3.153  3.834  -4.114
C  3.305  4.856  -5.144
C  1.123  0.928  -3.555
H  4.108  3.604  -3.642
H  2.610  4.264  -3.272
H  4.211  4.599  -5.694
H  3.391  5.833  -4.670
H  2.348  4.906  -5.662
H  1.079  -0.049  -3.074
H  0.439  0.980  -4.402
H  0.825  1.657  -2.801
O  0.124  3.983  -2.075
S  1.091  4.033  -1.029
O  2.163  3.082  -0.999
O  1.767  5.510  -1.035
C  0.968  6.635  -1.375
C  1.357  7.233  -2.733
C  0.244  4.119  0.668
H  1.109  7.400  -0.611
H  -0.108  6.459  -1.353
H  0.640  8.026  -2.944
H  1.040  6.520  -3.494
H  2.391  7.576  -2.775
H  -0.254  3.187  0.936
H  -0.426  4.977  0.601
H  1.128  4.315  1.274
C  -2.380  1.755  -5.720
C  -2.461  0.384  -5.428
C  -2.150  -0.154  -4.158
C  -1.925  0.692  -3.119
C  -2.053  2.075  -3.336
C  -2.117  2.613  -4.662
H  -2.578  2.130  -6.714
H  -2.635  -0.253  -6.283
H  -2.234  -1.205  -3.925
H  -1.773  0.356  -2.104
H  -2.008  2.861  -2.596
H  -2.059  3.691  -4.695



The following is a quantum chemistry calculation of a 10-piece molecular cluster, C29H69N11O21P2 overall at a distorted geometry, from OMol25.

Its SMILES is CN(C)P(=O)(N(C)C)N(C)C.CN(C)P(=O)(N(C)C)N(C)C.C[C@H]1COC(=O)O1.C[C@H]1COC(=O)O1.C[C@H]1COC(=O)O1.C[N+](=O)[O-].C[N+](=O)[O-].C[N+](=O)[O-].C[N+](=O)[O-].C[N+](=O)[O-]. The value obtained for the HOMO energy is -8.16 eV. As for the total energy: -109141.7151 eV. Its multiplicity is 1. For the energy above the lowest of the compared OMol25 structures with the same formula, charge and spin, the calculation gives 0.0000 eV. The max |F| comes out at 9.23 eV/A. Its frontier orbital gap is 7.78 eV.

Atoms and positions in Å:
C  -1.573  1.079  -3.194
N  -1.993  1.050  -1.802
C  -3.331  1.663  -1.553
P  -0.750  0.455  -0.674
O  0.522  0.072  -1.347
N  -0.473  1.678  0.527
C  0.413  1.388  1.698
C  -1.545  2.693  0.845
N  -1.541  -0.827  0.065
C  -1.833  -2.105  -0.622
C  -2.349  -0.678  1.287
H  -2.063  0.266  -3.729
H  -0.529  0.835  -3.392
H  -1.881  2.037  -3.612
H  -3.757  1.062  -0.749
H  -3.975  1.636  -2.432
H  -3.097  2.666  -1.195
H  -0.121  0.843  2.476
H  1.095  0.609  1.357
H  0.864  2.316  2.049
H  -1.400  3.557  0.197
H  -2.532  2.304  0.593
H  -1.398  2.869  1.910
H  -1.536  -1.994  -1.665
H  -1.233  -2.978  -0.363
H  -2.863  -2.462  -0.613
H  -2.446  0.310  1.736
H  -2.028  -1.446  1.991
H  -3.408  -0.676  1.032
C  6.758  -1.374  -0.046
N  6.878  -0.096  0.651
C  7.757  0.941  0.147
P  5.853  0.141  1.948
O  4.806  -0.914  2.152
N  7.069  0.309  3.077
C  7.867  1.551  3.246
C  7.476  -0.850  3.904
N  5.149  1.711  1.742
C  4.615  2.446  2.900
C  4.400  1.934  0.439
H  7.761  -1.756  -0.236
H  6.225  -1.370  -0.997
H  6.173  -2.071  0.552
H  7.264  1.904  0.018
H  8.236  0.577  -0.761
H  8.620  0.972  0.813
H  7.265  2.241  3.838
H  8.925  1.452  3.486
H  7.842  1.992  2.249
H  7.273  -1.819  3.448
H  8.565  -0.809  3.878
H  7.060  -0.734  4.905
H  4.467  3.518  2.771
H  3.615  2.016  2.837
H  5.146  2.195  3.819
H  4.463  2.956  0.063
H  3.345  1.675  0.534
H  4.962  1.323  -0.267
C  -2.772  -0.029  -6.789
C  -4.014  -0.617  -6.187
C  -3.750  -1.661  -5.121
O  -4.369  -0.940  -3.955
C  -4.965  0.192  -4.354
O  -5.897  0.726  -3.810
O  -4.574  0.493  -5.451
H  -3.079  0.578  -7.641
H  -1.914  -0.613  -7.122
H  -2.360  0.793  -6.205
H  -4.651  -1.007  -6.981
H  -2.678  -1.691  -4.926
H  -4.232  -2.625  -5.281
C  -0.121  -2.758  -4.322
C  1.269  -2.564  -4.788
C  1.967  -3.846  -5.326
O  2.617  -3.446  -6.546
C  2.194  -2.211  -6.855
O  2.475  -1.491  -7.779
O  1.268  -1.741  -5.955
H  -0.692  -1.839  -4.190
H  -0.124  -3.205  -3.328
H  -0.725  -3.291  -5.056
H  1.947  -1.996  -4.150
H  1.261  -4.651  -5.526
H  2.779  -4.265  -4.732
C  -1.589  0.306  8.699
C  -2.458  -0.744  8.123
C  -3.895  -0.205  7.814
O  -4.037  -0.333  6.382
C  -2.902  -0.832  5.787
O  -2.839  -1.252  4.629
O  -1.903  -0.887  6.852
H  -0.584  -0.081  8.868
H  -2.126  0.576  9.608
H  -1.424  1.166  8.049
H  -2.507  -1.707  8.632
H  -3.937  0.863  8.025
H  -4.642  -0.844  8.286
C  -3.915  -5.791  -0.513
N  -5.133  -6.301  0.155
O  -5.946  -5.480  0.557
O  -5.275  -7.484  0.217
H  -3.720  -4.869  0.036
H  -3.936  -5.779  -1.602
H  -3.111  -6.420  -0.132
C  2.463  3.139  -1.875
N  3.458  3.394  -3.081
O  4.335  2.569  -3.259
O  3.292  4.372  -3.835
H  2.864  3.878  -1.182
H  2.460  2.073  -1.643
H  1.477  3.526  -2.129
C  2.611  -1.944  0.495
N  2.798  -3.360  -0.039
O  2.132  -4.220  0.565
O  3.612  -3.571  -0.927
H  1.727  -1.451  0.091
H  3.498  -1.352  0.275
H  2.417  -1.947  1.568
C  -6.220  1.226  3.790
N  -5.237  1.560  2.685
O  -5.372  1.121  1.551
O  -4.341  2.421  2.881
H  -6.665  0.241  3.650
H  -6.955  2.028  3.868
H  -5.622  1.038  4.682
C  -5.005  4.923  -1.092
N  -6.234  5.651  -0.679
O  -6.152  6.481  0.309
O  -7.199  5.357  -1.416
H  -5.224  3.874  -1.288
H  -4.437  4.914  -0.162
H  -4.539  5.578  -1.828